C3H5N3S | wB97M-V/def2-TZVPD

```
12
Properties=species:S:1:pos:R:3:forces:R:3:lowdin_charge:R:1
C -0.0808 1.7651 0.4696 -2.6 -3.7 -2.7 -0.04
C -0.0740 -0.9050 -0.2448 -5.9 -3.0 1.7 -0.43
C 1.3398 -1.0341 -0.0064 2.7 3.5 -0.5 -0.47
H 1.2813 1.2153 0.6953 -4.8 1.6 -1.0 0.03
H -0.1497 2.7203 0.7604 -0.5 3.5 1.6 -0.04
H -1.7328 0.0517 -1.2304 -0.3 -3.1 -1.1 0.09
H -1.8099 -1.7681 0.1309 -1.7 0.7 -0.4 0.02
H 1.6783 -1.8235 0.6397 -0.2 -0.6 -0.3 0.06
N -1.2652 1.3372 -0.2662 10.2 2.2 4.7 0.01
N -0.8179 0.1376 -0.8563 -0.7 0.8 -1.4 -0.12
N -0.8491 -1.9161 0.2435 5.4 1.4 -0.8 0.19
S 2.4800 0.2196 -0.3354 -1.4 -3.2 0.1 0.69
```
Forces are in eV/Å.

Max |F|, hartree/bohr: 0.2223
2S+1: 1
Gap between HOMO and LUMO, eV: 6.19
ΔE to the lowest compared entry with this formula, charge and spin, kJ/mol: 758.2


C41H53IInN6O | wB97M-V/def2-TZVPD

```
103
Properties=species:S:1:pos:R:3:forces:R:3:lowdin_charge:R:1
C 5.8633 1.1477 1.4763 0.3 0.6 0.6 -0.12
C 5.4818 1.4113 -0.0963 0.9 0.4 0.4 -0.27
O 4.8110 0.2886 -0.7726 -0.4 2.2 0.1 -0.27
C 3.3621 0.6013 -1.0079 -0.6 -1.3 1.7 -0.25
C 2.6197 0.4011 0.4400 0.6 0.4 0.6 -0.29
In 0.3595 0.7177 0.3905 0.5 0.1 -0.9 0.42
I -0.5375 0.0594 3.0354 -0.1 -0.6 -0.3 0.37
C -0.7399 -0.6587 -1.0432 -1.4 -0.4 -0.4 -0.32
C -2.4006 -0.4701 -0.9806 0.2 -0.9 -0.7 -0.30
C -3.0381 -0.8304 0.4862 0.0 0.5 -0.6 -0.27
C -4.6017 -1.3230 0.4641 0.6 0.4 1.7 -0.18
C -5.0202 -1.6288 2.0542 -0.4 -0.1 0.3 -0.28
N -6.1176 -0.6709 2.5301 0.8 0.2 -0.1 -0.08
C -0.0211 2.8875 -0.1579 -1.4 2.2 -0.3 -0.29
C -1.5475 3.4176 0.1483 -3.7 1.7 0.1 -0.20
C -2.4534 4.1570 -1.0459 -1.9 -0.2 3.2 -0.04
C -3.9900 4.7514 -0.7615 1.4 -1.5 2.9 -0.10
C -4.7340 4.6406 0.7213 5.0 -1.9 -0.9 -0.11
C -3.8188 3.9000 1.9077 1.0 0.7 -3.7 -0.09
C -2.3025 3.3136 1.6252 -2.0 1.8 -2.4 -0.05
H 6.2152 2.1950 1.9265 -0.7 -2.2 -1.0 0.08
H 6.7711 0.4134 1.6351 -1.9 1.3 -0.6 0.07
H 4.9755 0.7927 2.1526 1.6 0.6 -1.6 0.07
H 4.8626 2.4223 -0.1482 1.1 -2.2 0.0 0.13
H 6.5161 1.6037 -0.6605 -2.2 -0.4 1.1 0.11
H 2.9266 -0.2338 -1.7378 1.2 2.0 1.3 0.13
H 3.2692 1.6880 -1.4465 0.0 -2.1 0.8 0.12
H 3.0280 1.1754 1.2505 -0.8 -1.6 -1.9 0.03
H 2.7869 -0.6784 0.9110 0.0 2.2 -1.3 0.06
H -0.5060 -1.7612 -0.7110 -0.4 1.9 -0.9 0.03
H -0.4076 -0.4710 -2.1742 -0.6 -0.5 2.4 0.05
H -2.7245 0.6002 -1.3359 0.7 -1.9 0.8 0.10
H -2.8141 -1.2299 -1.7987 0.5 1.5 1.7 0.10
H -2.3656 -1.6609 0.9724 -1.3 1.6 -0.8 0.07
H -2.9988 0.1660 1.1310 0.0 -2.3 -1.1 0.08
H -5.2666 -0.4146 0.1395 1.1 -2.0 0.2 0.11
H -4.7578 -2.2962 -0.1672 0.2 2.1 1.0 0.11
H -5.4743 -2.7147 2.1774 1.1 2.1 -0.3 0.11
H -4.1242 -1.4864 2.7968 -1.2 -0.6 -1.7 0.10
H -6.1403 -0.6087 3.5787 0.2 -0.1 -1.5 0.06
H -5.9111 0.2879 2.1675 -0.1 -1.1 0.6 0.05
H 0.7173 3.6571 0.3555 -1.5 -1.7 -0.9 0.05
H 0.1612 2.9925 -1.3295 -0.5 -0.2 2.4 0.05
H -2.0284 4.2871 -2.1522 -0.9 -0.3 2.8 0.05
H -4.5940 5.3007 -1.6288 1.6 -1.4 2.0 0.07
H -5.8206 5.0499 0.9477 2.6 -1.0 -0.6 0.06
H -4.3308 3.8381 2.9673 1.4 0.0 -2.3 0.07
H -1.7333 2.8419 2.5323 -1.2 0.9 -2.0 0.02
N -2.7297 -5.6024 3.3097 1.0 0.3 -0.1 0.03
C -2.4858 -4.2927 3.0852 -0.3 -0.8 0.2 -0.13
C -1.2258 -3.7765 2.8279 0.2 -0.2 -0.1 -0.08
C -0.1475 -4.6545 2.8026 0.0 0.0 0.0 -0.07
C -0.3664 -6.0089 3.0320 0.0 0.2 0.0 -0.08
C -1.6633 -6.4308 3.2770 -0.7 0.5 0.1 -0.17
H -3.3588 -3.6474 3.1187 0.1 0.0 0.0 0.08
H -1.0886 -2.7156 2.6521 0.0 -0.1 0.1 -0.02
H 0.8553 -4.2865 2.6055 -0.1 0.0 0.0 0.11
H 0.4529 -6.7187 3.0195 -0.1 0.0 0.0 0.10
H -1.8860 -7.4786 3.4582 0.0 0.0 0.0 0.10
N 1.9548 3.3101 3.0767 -0.2 0.8 0.7 0.08
C 2.5407 4.5211 3.2019 -0.4 -0.9 -0.1 -0.16
C 2.1525 5.4727 4.1313 -0.2 -0.1 0.1 -0.09
C 1.0962 5.1679 4.9833 -0.1 -0.1 0.0 -0.09
C 0.4713 3.9296 4.8775 0.3 0.5 0.0 -0.07
C 0.9333 3.0422 3.9189 0.7 0.1 -0.5 -0.20
H 3.3578 4.7128 2.5124 0.0 0.0 0.0 0.10
H 2.6610 6.4283 4.1891 0.0 -0.1 0.0 0.09
H 0.7629 5.8891 5.7239 0.0 0.0 -0.1 0.10
H -0.3549 3.6619 5.5264 0.1 0.0 -0.1 0.10
H 0.4807 2.0618 3.7996 0.2 0.5 0.2 -0.13
N -5.2449 -7.8067 0.7775 0.5 -0.2 -0.9 0.06
C -5.5633 -8.4948 -0.3407 0.2 0.5 0.8 -0.16
C -4.7338 -8.5953 -1.4461 0.2 0.1 0.0 -0.09
C -3.5032 -7.9482 -1.4065 0.1 0.0 0.0 -0.09
C -3.1477 -7.2300 -0.2695 -0.1 -0.2 -0.3 -0.07
C -4.0430 -7.1905 0.7873 -0.8 -0.3 0.3 -0.14
H -6.5352 -8.9794 -0.3244 0.1 0.0 0.0 0.10
H -5.0398 -9.1640 -2.3169 0.0 0.0 0.1 0.09
H -2.8268 -8.0033 -2.2544 -0.1 0.0 0.1 0.10
H -2.1961 -6.7142 -0.2076 -0.1 0.0 0.0 0.10
H -3.8099 -6.6461 1.6981 -0.1 -0.1 -0.2 0.07
N -1.3724 5.3921 -4.4358 0.0 -0.2 -1.1 0.06
C -0.5835 6.1373 -5.2405 -0.5 -0.5 0.7 -0.15
C -0.5189 5.9809 -6.6158 -0.2 -0.2 -0.1 -0.08
C -1.3078 4.9980 -7.2042 0.0 0.0 0.0 -0.09
C -2.1293 4.2131 -6.4016 0.2 0.2 -0.2 -0.08
C -2.1282 4.4470 -5.0359 0.5 0.6 0.5 -0.15
H 0.0154 6.8886 -4.7340 0.0 0.0 -0.1 0.10
H 0.1310 6.6098 -7.2136 0.0 0.0 0.1 0.10
H -1.2829 4.8451 -8.2792 0.0 0.0 0.1 0.10
H -2.7556 3.4386 -6.8295 0.1 0.1 0.1 0.10
H -2.7550 3.8632 -4.3677 0.0 0.0 -0.1 0.10
N 9.7125 -2.3641 -1.7692 -0.5 0.6 -0.6 0.04
C 8.6417 -1.7110 -1.2670 0.8 -0.5 -0.3 -0.14
C 7.8821 -0.8057 -1.9907 0.0 0.1 -0.2 -0.06
C 8.2428 -0.5498 -3.3093 0.0 0.0 0.0 -0.07
C 9.3420 -1.2055 -3.8543 -0.2 0.1 0.1 -0.09
C 10.0374 -2.0964 -3.0527 -0.2 -0.2 0.9 -0.17
H 8.4024 -1.9420 -0.2331 0.0 0.0 -0.1 0.10
H 7.0303 -0.3119 -1.5370 0.0 -0.1 -0.1 0.07
H 7.6721 0.1545 -3.9075 0.0 -0.1 0.1 0.11
H 9.6491 -1.0275 -4.8787 0.0 0.0 0.1 0.10
H 10.9003 -2.6357 -3.4333 -0.1 0.1 0.0 0.09
```
Forces are in eV/Å.

Max |F|, hartree/bohr: 0.1047
2S+1: 1
Gap between HOMO and LUMO, eV: 7.32
Charge: -1


C4H10O2 | wB97M-V/def2-TZVPD

```
16
Properties=species:S:1:pos:R:3:forces:R:3:lowdin_charge:R:1
C 2.0755 0.6936 -0.7961 0.3 0.1 -0.1 -0.11
O 0.6977 0.4733 -0.6243 0.0 0.0 0.0 -0.22
C 0.4409 -0.7690 0.0021 0.0 -0.2 0.1 -0.24
C -1.0551 -0.9485 0.1968 0.0 0.0 -0.1 -0.16
C -1.7340 0.2519 0.8586 0.0 -0.3 0.3 -0.27
O -1.9011 1.3269 -0.0372 0.2 0.2 -0.1 -0.07
H 2.5138 -0.0566 -1.4704 -0.1 0.1 0.1 0.09
H 2.2057 1.6859 -1.2316 0.0 -0.1 0.0 0.09
H 2.6095 0.6476 0.1651 -0.1 0.0 -0.1 0.09
H 0.9606 -0.7960 0.9753 -0.1 0.0 -0.1 0.13
H 0.8503 -1.5853 -0.6157 0.0 0.1 0.1 0.13
H -1.5394 -1.1118 -0.7724 0.0 0.0 0.1 0.12
H -1.1981 -1.8535 0.7994 0.0 0.1 0.0 0.12
H -2.7384 -0.0302 1.1912 0.1 0.0 0.0 0.12
H -1.1685 0.5629 1.7546 -0.1 -0.1 -0.1 0.12
H -1.0196 1.5088 -0.3953 -0.2 0.0 0.0 0.07
```
Forces are in eV/Å.

Max |F|, hartree/bohr: 0.0080
2S+1: 1
Gap between HOMO and LUMO, eV: 10.93
ΔE to the lowest compared entry with this formula, charge and spin, kJ/mol: 106.1


Calculated values (eV) of HOMO level for the records, taken in order: -8.58, -5.10, -9.95.